Record 1
ORCA calculation (the ωB97M-V functional and the def2-TZVPD basis) on a molecular structure, C50H52BrN8O2P2Sr.

As for the electronic energy: -158170.2375 eV. Its HOMO-LUMO gap is 4.06 eV. The total charge is -1. The largest force on an atom comes out at 0.0437 hartree/bohr. For the molecular weight, the calculation gives 1026.5 g/mol. Its energy relative to the best compared isomer or geometry (same formula, charge and spin) is 29.0 kcal/mol.

CARTESIAN COORDINATES (ANGSTROEM)
Sr -0.768279 0.022670 0.002849
O -4.678776 -0.684297 -0.929446
C -3.761295 -1.039936 -0.193032
N -2.988535 -0.285700 0.615789
C -3.546339 0.946979 1.066551
C -4.842050 0.948251 1.600146
C -5.410954 2.075009 2.159400
C -4.669981 3.251001 2.208955
C -3.385179 3.268361 1.701478
C -2.791874 2.134282 1.124495
N -1.424833 2.145546 0.749873
C -0.925770 3.266416 0.202296
O -1.533094 4.181071 -0.354892
C 0.579453 3.467260 0.385808
C 1.146716 4.615032 -0.168138
C 2.459972 4.927876 0.120849
C 3.163818 4.101124 0.988480
C 2.521597 2.980432 1.478617
N 1.267381 2.639711 1.172913
C -3.533618 -2.534523 -0.048030
C -4.685629 -3.322839 -0.031489
C -4.576118 -4.676448 0.206165
C -3.306491 -5.218769 0.364024
C -2.221343 -4.368838 0.288312
N -2.312723 -3.042832 0.120788
H -5.402913 0.020619 1.568352
H -6.418355 2.034897 2.558293
H -5.089062 4.148486 2.651574
H -2.806667 4.180328 1.743735
H 0.518445 5.231806 -0.794512
H 2.925486 5.808429 -0.306037
H 4.179692 4.328128 1.288256
H 3.047442 2.318314 2.157224
H -5.636136 -2.842571 -0.215021
H -5.456646 -5.305203 0.254512
H -3.154039 -6.277435 0.533960
H -1.222881 -4.783909 0.359180
C 5.343783 -0.306203 2.113953
C 4.759238 0.148835 0.802201
C 5.545760 0.631275 -0.235239
C 4.960965 1.052960 -1.417646
C 3.579995 0.962356 -1.515368
Br 2.711041 1.561321 -3.088984
N 2.809247 0.497880 -0.556013
C 3.392489 0.113659 0.577923
H 6.382022 0.012061 2.209151
H 5.314458 -1.395199 2.204737
H 4.781214 0.104687 2.956624
H 6.623330 0.688805 -0.119332
H 5.548806 1.444566 -2.235028
H 2.707035 -0.229073 1.348388
C 3.082585 -2.721504 -0.798414
P 1.254707 -2.453254 -0.761542
C 0.940696 -3.832376 0.460080
N 1.245899 -5.056673 0.119570
C 1.049374 -6.049227 1.020747
C 1.351086 -7.386492 0.668451
C 1.128964 -8.388039 1.564975
C 0.600461 -8.103352 2.851111
C 0.321485 -6.821021 3.219093
C 0.550706 -5.763949 2.306278
N 0.331071 -4.482733 2.689220
C 0.507671 -3.532404 1.810659
P 0.364113 -1.770982 2.401207
C 1.971314 -1.783884 3.313158
C -0.870954 -1.722754 3.820221
C -2.200247 -2.325235 3.358908
C -0.417020 -2.397902 5.116476
C -1.064713 -0.215665 4.069540
C 0.777639 -2.979871 -2.514134
C -0.740546 -2.856549 -2.686453
C 1.429836 -1.913439 -3.400457
C 1.213260 -4.373192 -2.966432
H 3.297573 -3.751345 -1.081537
H 3.485750 -2.544500 0.200794
H 3.560552 -2.027639 -1.486461
H 1.748949 -7.584002 -0.320312
H 1.356358 -9.411839 1.293969
H 0.423213 -8.913736 3.547553
H -0.073915 -6.582522 4.199789
H 1.977182 -2.583544 4.052174
H 2.141294 -0.820590 3.796436
H 2.778709 -1.967858 2.601515
H -2.118540 -3.403991 3.202460
H -2.546294 -1.854826 2.435701
H -2.957588 -2.145246 4.129371
H -0.154155 -3.441606 4.953940
H -1.245257 -2.356277 5.832182
H 0.432046 -1.879728 5.571683
H -1.486194 0.290115 3.195856
H -0.121969 0.279639 4.328050
H -1.759172 -0.073098 4.903421
H -1.103102 -1.851743 -2.441051
H -1.276541 -3.578544 -2.070518
H -1.000220 -3.038533 -3.733625
H 1.094112 -0.910366 -3.125832
H 1.123367 -2.084910 -4.434673
H 2.522512 -1.942076 -3.363381
H 0.745703 -5.156273 -2.372207
H 2.297651 -4.508723 -2.915108
H 0.910000 -4.502296 -4.010907
C -1.514684 1.040074 -2.646123
C -1.719458 0.284654 -3.804294
C -0.749692 0.215088 -4.859123
C -0.975424 -0.486612 -6.015211
C -2.168155 -1.206166 -6.210939
C -3.119915 -1.195439 -5.167491
C -2.908327 -0.494116 -4.011108
C -2.405601 -1.916736 -7.425891
N -2.598295 -2.493862 -8.410927
H -0.683993 1.746488 -2.611875
H -2.373792 1.259966 -2.008814
H 0.187419 0.750297 -4.731522
H -0.230390 -0.490397 -6.804518
H -4.035843 -1.762252 -5.298050
H -3.651029 -0.515121 -3.218903

Atomic forces in eV per Å
1.81 -0.61 -1.18
-0.15 -0.05 0.06
-0.01 0.31 0.36
-1.14 -0.13 0.28
-0.13 0.02 -0.02
0.04 -0.09 -0.06
0.02 0.01 0.01
0.02 -0.02 0.00
-0.01 -0.02 -0.01
0.02 0.13 -0.06
-0.38 0.87 0.36
-0.34 -0.15 0.24
0.07 0.14 0.03
-0.02 -0.07 0.04
0.05 -0.01 -0.10
-0.04 -0.03 -0.02
0.00 0.09 -0.02
-0.09 -0.09 -0.07
0.09 0.04 0.08
0.06 -0.02 -0.07
-0.02 -0.06 -0.09
0.05 -0.02 -0.01
-0.05 -0.02 -0.01
0.02 0.11 0.00
0.03 -0.05 0.08
0.00 0.04 -0.04
0.03 0.00 -0.02
0.02 -0.03 -0.04
0.01 0.01 -0.03
0.01 -0.01 -0.01
-0.01 0.00 0.02
-0.02 -0.04 -0.02
0.01 -0.08 0.04
0.02 0.02 0.02
0.00 0.01 -0.01
0.00 0.03 -0.02
-0.14 0.03 -0.01
-0.09 0.04 -0.03
0.05 0.00 0.15
0.09 0.04 -0.13
0.07 -0.03 0.03
-0.10 0.00 0.09
0.05 0.05 0.03
-0.05 0.11 -0.06
-0.18 0.05 -0.10
-0.02 -0.02 0.01
0.02 0.02 -0.01
0.05 -0.03 -0.06
-0.04 0.00 0.00
-0.02 0.00 0.00
0.08 0.05 -0.03
-0.10 -0.03 0.14
0.07 -0.13 -0.28
0.11 0.14 0.01
0.02 0.05 -0.14
-0.05 -0.09 0.16
0.00 0.01 -0.09
-0.04 -0.07 0.14
0.05 -0.10 -0.09
-0.03 0.03 0.05
0.05 -0.15 -0.10
-0.07 0.12 0.06
0.02 0.10 0.02
-0.10 -0.15 0.22
-0.02 -0.03 -0.17
-0.02 -0.04 -0.03
0.01 -0.02 -0.07
0.01 0.09 -0.01
0.03 -0.02 -0.07
-0.15 -0.19 0.12
0.00 -0.02 0.15
0.11 0.02 0.04
0.13 0.04 0.05
0.05 -0.01 -0.03
0.02 -0.02 -0.02
0.01 0.01 0.01
-0.04 0.06 0.04
-0.02 0.02 0.04
0.01 0.00 -0.04
0.02 0.03 -0.06
0.03 0.01 0.03
0.00 -0.01 0.01
0.01 0.03 0.04
0.00 0.04 0.01
0.00 0.00 0.05
0.05 -0.01 -0.01
0.00 -0.02 0.01
0.05 0.00 -0.03
-0.04 -0.05 -0.03
0.00 -0.01 0.06
-0.06 -0.01 -0.01
0.03 -0.02 -0.03
0.04 -0.10 -0.03
0.03 0.00 -0.07
0.03 0.06 0.01
0.00 -0.04 -0.02
-0.03 0.03 0.02
-0.05 -0.02 -0.02
-0.01 0.01 -0.01
-0.06 0.00 0.00
0.03 0.02 0.05
0.24 -0.38 0.50
0.08 0.04 -0.02
-0.11 0.03 -0.01
-0.01 -0.03 0.01
-0.01 -0.10 -0.06
0.04 -0.04 -0.05
0.03 0.07 -0.04
-0.01 -0.01 0.04
0.05 0.10 0.17
-0.17 0.04 -0.08
0.08 0.07 -0.13
-0.08 0.03 -0.06
0.01 0.01 0.04
0.01 0.03 0.05
-0.01 0.04 -0.07

---

Record 2
ORCA calculation (the ωB97M-V functional and the def2-TZVPD basis) on a gas-phase ion, C4H12N2O (charge +2).

As for the multiplicity: 3. As for the electronic energy: -9344.9198 eV. Its HOMO-LUMO gap (spin up / spin down) is 8.26 / 8.63 eV. The total charge is +2. The largest force on an atom comes out at 0.2253 hartree/bohr. For the molecular weight, the calculation gives 104.2 g/mol. The expectation value of S² is 2.01. Its energy relative to the best compared isomer or geometry (same formula, charge and spin) is 0.0 kcal/mol.

CARTESIAN COORDINATES (ANGSTROEM)
C -3.658142 -0.546309 -0.430356
C 2.680179 -1.005285 0.272230
C -0.430182 1.034957 -0.250032
C 0.534332 0.070510 0.382436
N -1.804153 0.819774 0.079163
N 1.957076 0.280151 -0.029540
O -2.498038 -0.115052 -0.633125
H -4.016215 -1.082033 -1.303814
H -4.264687 -0.212021 0.574310
H 2.179587 -1.715029 -0.440924
H 3.759110 -1.009045 -0.046275
H 2.854210 -1.131330 1.308778
H -0.301401 2.118138 0.023241
H -0.332882 0.877002 -1.451311
H 0.126991 -0.884249 0.078038
H 0.669866 0.023081 1.412642
H -2.136706 0.952107 1.013428
H 2.468256 1.095237 0.546667
H 2.212799 0.429395 -1.105556

Atomic forces in eV per Å
-9.51 -1.25 4.84
1.68 -0.62 -2.53
-0.04 1.97 -3.26
0.18 -0.24 -1.20
-1.71 -2.35 -0.68
2.84 1.66 -1.41
10.79 3.61 -2.18
-0.39 0.13 0.39
1.47 -1.09 -2.89
0.47 -0.10 1.69
-1.00 0.72 -0.34
-1.11 -0.75 1.19
0.28 -0.84 -0.35
-0.39 0.67 2.81
0.80 -0.67 -0.23
-0.70 0.37 2.10
-0.73 0.51 1.08
-1.66 -1.87 -1.67
-1.24 0.13 2.65

---

Record 3
ORCA calculation (the ωB97M-V functional and the def2-TZVPD basis) on a molecular structure, C16H22BF2IrN2O2Se2.

As for the multiplicity: 2. As for the electronic energy: -163665.0210 eV. Its HOMO-LUMO gap (spin up / spin down) is 7.81 / 6.46 eV. The total charge is +1. The largest force on an atom comes out at 0.0525 hartree/bohr. For the molecular weight, the calculation gives 673.3 g/mol. The expectation value of S² is 0.77. Its energy relative to the best compared isomer or geometry (same formula, charge and spin) is 13.3 kcal/mol.

CARTESIAN COORDINATES (ANGSTROEM)
Ir -0.747265 -0.674861 -0.551020
C 0.109861 -0.133247 -4.772417
C 0.316971 -0.259892 -3.298320
O -0.679437 -0.079342 -2.554237
C 1.649958 -0.518653 -2.829475
C 2.090000 -0.641089 -1.532337
C 3.537494 -0.843945 -1.226250
N 1.216008 -0.580971 -0.483906
N 1.744583 -0.588436 0.733643
C 0.810688 -0.623894 1.700233
O -0.453111 -0.594142 1.439365
C 1.244203 -0.669762 3.092625
C 0.288351 -0.746768 4.107159
C 0.691815 -0.808842 5.427843
C 2.045675 -0.798417 5.740960
C 2.999597 -0.723410 4.734035
C 2.604382 -0.657272 3.410608
H -0.929294 0.095780 -4.989099
H 0.386664 -1.074521 -5.251103
H 0.757349 0.640574 -5.188555
H 2.404858 -0.603560 -3.598545
H 4.113564 -0.879051 -2.146524
H 3.668353 -1.773787 -0.671868
H 3.913023 -0.043491 -0.589490
H -0.761572 -0.768316 3.851453
H -0.046200 -0.868731 6.215950
H 2.359068 -0.854296 6.775037
H 4.051860 -0.715368 4.983037
H 3.337708 -0.598657 2.619318
C -4.063683 -0.294295 -1.883717
Se -3.207608 -0.554309 -0.164852
C -3.397469 1.256908 0.563608
C -2.686573 2.335161 -0.227928
Se -0.760892 2.150021 -0.026043
C -0.251866 3.454787 -1.367302
H -5.128132 -0.145546 -1.725502
H -3.893426 -1.209663 -2.444970
H -3.621101 0.541669 -2.416593
H -3.027068 1.183696 1.586064
H -4.472556 1.429256 0.603803
H -2.976833 3.324495 0.124888
H -2.926007 2.270549 -1.288122
H -0.612455 4.432049 -1.058858
H -0.657062 3.182166 -2.338934
H 0.834332 3.467022 -1.411693
F -1.555147 -3.444163 -1.177070
B -0.652490 -2.678345 -0.564954
F 0.330879 -3.315094 0.070075

Atomic forces in eV per Å
0.14 2.70 0.05
0.01 0.14 -0.01
0.27 0.27 0.28
-0.60 -1.13 -0.26
-0.18 -0.22 0.02
-0.02 0.16 0.04
0.01 0.05 -0.01
0.42 -0.53 0.25
0.05 -0.07 -0.09
-0.29 0.18 -0.09
0.37 -0.79 0.18
0.05 0.02 0.04
0.01 -0.01 0.01
0.00 0.01 0.00
0.01 -0.01 -0.01
0.00 0.02 0.01
0.00 0.01 0.01
0.00 -0.01 -0.01
-0.01 -0.01 0.00
0.00 -0.02 0.00
-0.02 -0.01 -0.02
0.01 -0.01 0.01
0.00 0.00 0.00
-0.01 0.01 -0.01
0.00 0.00 -0.01
0.00 -0.01 0.00
0.00 0.01 0.00
0.00 -0.01 0.00
-0.01 -0.01 0.00
0.07 0.01 -0.03
0.14 -0.34 -0.12
-0.04 -0.06 -0.13
-0.10 -0.07 0.02
-0.07 -0.02 0.12
0.04 -0.15 -0.16
0.00 0.01 0.01
-0.01 -0.02 0.01
0.02 -0.01 -0.01
-0.01 0.01 0.02
0.01 0.06 0.00
0.02 -0.03 0.08
0.02 0.04 -0.03
-0.01 -0.01 0.01
-0.01 -0.01 0.01
0.00 0.00 0.01
0.04 -0.11 0.01
-0.30 0.02 -0.19
-0.03 -0.07 -0.02

---

Which value of energy relative to the best compared isomer or geometry (same formula, charge and spin) does entry 1 give?
29.0 kcal/mol

---

Look up the total charge of the third one.
+1

---

Among the records above, which one has the lowest electronic energy?
C16H22BF2IrN2O2Se2

---

What is the electronic energy in the second record?
-9344.9198 eV